(1)
{
  "formula": "C24H23N5O5S",
  "method": "ωB97M-V/def2-TZVPD",
  "homo_ev": -8.302,
  "smiles": "[H]/N=C1/C(=C\\c2ccc(OC(=O)c3ccco3)c(OCC)c2)C(=O)N=C2SC(N3CCCCC3)=NN21",
  "e_above_lowest_ev": 4.3460,
  "elements": ["N", "C", "H", "C", "C", "N", "C", "H", "H", "H", "C", "C", "S", "N", "H", "C", "H", "C", "H", "H", "C", "N", "H", "C", "H", "H", "O", "H", "H", "O", "C", "N", "O", "H", "O", "H", "H", "C", "O", "C", "H", "H", "H", "C", "H", "C", "H", "C", "C", "C", "C", "C", "H", "C", "C", "C", "H", "C"],
  "xyz": [[0.742262, -0.426940, 0.090761], [-2.537461, 2.088152, 1.440117], [5.881485, -2.921297, 1.644271], [5.674098, -3.221518, -0.488134], [7.157992, -3.038251, -0.800773], [3.003249, 2.987071, -0.432649], [0.763569, 1.977904, -0.161508], [-4.312488, 1.804583, 2.614630], [5.072139, -2.811502, -1.301343], [-5.600838, 1.628533, -2.501033], [-6.844427, -1.179376, -1.366410], [-2.707875, -2.343301, -1.030646], [5.192675, 1.510607, 0.023486], [5.688222, -1.090937, 0.707692], [-2.351663, -1.710319, -1.852380], [-5.945535, -1.134902, 1.023234], [6.969443, -1.080868, -1.687352], [-5.945298, 0.734824, -2.018305], [-1.918973, -3.621619, 0.505783], [-0.981418, -3.617391, -0.995217], [4.757991, -0.191598, 0.375931], [3.493513, -0.426452, 0.349266], [-7.150759, -0.410658, -3.432419], [-6.721366, -0.297963, -2.458359], [-1.316831, -0.129092, -0.790899], [-0.720868, 3.369925, 0.009711], [-6.629162, -2.020288, 1.466397], [-0.882107, -2.241996, 0.116608], [7.654917, -1.308650, 1.283790], [1.163424, 4.214737, -0.846997], [7.093748, -0.874075, 0.450127], [2.780199, 0.702199, 0.090136], [-5.579614, 0.551610, -0.747136], [4.255294, -2.553118, 1.019437], [-5.034148, -0.533780, 1.817808], [1.347309, -1.229041, 0.248771], [7.754709, -3.518392, -0.021766], [-1.541893, -2.997586, -0.300661], [-3.543376, -1.600661, -0.162301], [-3.117723, -0.411981, 0.341897], [-2.313973, 3.058182, 1.856704], [7.401290, -3.515115, -1.751063], [8.572363, -1.413276, -1.021484], [-1.979986, 0.275867, -0.048442], [-7.381056, -2.103917, -1.321800], [7.503363, -1.551337, -0.859145], [-3.375121, -3.105446, -1.443338], [5.321970, -2.491250, 0.807960], [-1.673834, 1.522376, 0.498872], [-3.953425, 0.159051, 1.321697], [-0.526560, 2.302040, 0.087147], [1.639982, 3.151948, -0.517470], [5.433690, -4.279928, -0.386461], [1.376353, 0.663559, 0.007811], [3.480592, 1.842832, -0.129711], [-6.122101, -0.619136, -0.340212], [7.295470, 0.197677, 0.415988], [-3.652391, 1.396372, 1.865891]],
  "forces_ev_per_a": [[-0.230, -0.276, 0.010], [0.195, -0.091, -0.171], [-0.059, 0.000, 0.011], [0.154, -0.008, 0.218], [-0.173, 0.129, -0.212], [0.938, 0.475, -0.044], [-0.394, 0.610, -0.081], [-0.089, 0.030, 0.079], [-0.076, -0.018, -0.035], [0.090, 0.141, 0.034], [0.435, 0.224, 0.862], [0.295, -0.308, -0.199], [-0.133, -0.442, 0.089], [0.266, -0.207, 0.274], [-0.088, -0.047, 0.043], [-0.481, -0.334, -0.085], [0.006, 0.067, -0.053], [-0.381, -0.270, -0.713], [-0.021, -0.091, 0.060], [0.100, -0.075, -0.077], [-0.367, 1.066, -0.115], [0.046, -0.987, 0.110], [-0.057, 0.042, -0.218], [0.321, 0.474, 0.037], [-0.053, -0.094, 0.000], [0.106, -0.038, -0.002], [0.321, 0.337, -0.230], [0.077, 0.008, 0.020], [0.017, 0.115, -0.015], [-0.007, 0.013, -0.020], [0.232, 0.098, -0.367], [0.211, 0.581, -0.021], [0.074, 0.134, 0.381], [0.117, -0.036, 0.084], [0.180, 0.134, 0.343], [0.249, 0.193, 0.007], [0.070, -0.066, 0.018], [-0.330, 0.238, -0.018], [-0.031, 0.228, 0.320], [-0.159, 0.185, 0.338], [0.008, 0.127, 0.020], [0.066, -0.051, 0.035], [0.040, 0.052, -0.051], [-0.284, -0.103, -0.109], [-0.107, -0.201, 0.085], [0.115, -0.099, 0.244], [0.117, 0.140, -0.029], [-0.318, -0.324, -0.134], [-0.467, -0.248, 0.200], [0.684, 0.104, -0.230], [0.576, 0.093, -0.052], [-0.414, -0.020, 0.001], [-0.067, -0.029, -0.025], [0.089, -0.648, 0.060], [-0.439, 0.138, -0.122], [-0.848, -0.623, -0.620], [0.089, -0.065, 0.110], [-0.210, -0.377, -0.042]]
}

(2)
{
  "formula": "C24H24AsCl5F6N3O4S3V",
  "method": "ωB97M-V/def2-TZVPD",
  "homo_ev": [-4.346, -5.012],
  "e_above_lowest_ev": 0.0544,
  "spin_multiplicity": 4,
  "charge": -1,
  "elements": ["C", "C", "H", "H", "F", "F", "H", "O", "F", "H", "C", "H", "H", "C", "H", "S", "C", "Cl", "S", "H", "C", "N", "H", "H", "H", "Cl", "H", "C", "Cl", "C", "H", "C", "C", "V", "C", "H", "C", "H", "O", "C", "H", "F", "Cl", "H", "S", "C", "H", "F", "F", "C", "C", "H", "As", "C", "O", "C", "H", "O", "N", "C", "Cl", "C", "H", "H", "C", "H", "C", "C", "C", "N", "H"],
  "xyz": [[-0.728103, 3.537646, -4.243328], [-1.740674, 2.597208, -4.516663], [-6.853232, 4.576441, 3.136934], [-2.513651, 2.791994, -5.245485], [-3.919125, -1.060428, -1.327490], [-3.557721, -3.188049, -1.239760], [-0.322567, 4.648891, -6.014837], [-1.118396, -1.768270, -2.056468], [-1.904014, -1.520602, 2.722792], [-1.689630, 5.260125, -5.088554], [-5.525682, 3.271453, 2.074513], [-4.758247, 1.162069, 0.629771], [-4.692085, 4.590417, -0.147940], [4.849401, -1.494618, -0.935456], [-0.698143, 1.298110, 2.004969], [-1.478058, -1.706932, -0.666062], [-0.691643, 4.829435, -5.002956], [7.524027, -1.304834, -0.586256], [-0.073687, -2.912166, 1.436638], [-1.043337, 3.050149, 0.172136], [-1.839548, 3.679052, -0.232753], [0.208871, 3.341110, -3.349957], [-3.372500, 0.341947, -3.098866], [0.847051, 0.969388, 2.782808], [-3.080486, 1.129551, 1.168301], [3.934622, 1.778396, 2.040934], [-1.437144, 4.242959, -1.074331], [5.888616, -0.851450, -0.267758], [6.897427, 0.951810, 1.472248], [3.200033, -0.116262, 0.258911], [0.676698, 2.392248, 1.753723], [-1.714421, 1.422285, -3.826834], [-3.894795, 1.787175, 0.862723], [0.991814, 0.047071, 0.247278], [-3.238760, 3.279583, 2.786954], [-0.700343, 0.362656, -2.409934], [-4.652239, 3.970325, -1.043387], [-0.023292, 5.528051, -4.506655], [0.770549, -1.746659, 1.550969], [-3.291145, -2.028429, -0.649618], [-2.255894, -0.638475, -4.037426], [-0.644490, -2.762106, 3.974800], [2.203736, -1.874620, -1.484383], [-6.304995, 2.893307, 1.422704], [1.372236, 1.920661, -1.451835], [0.390658, 1.336649, 1.853277], [-5.083683, 5.443079, 4.636804], [-3.770671, -2.055515, 0.587945], [-2.200728, -3.666983, 2.779175], [-3.547030, 4.228815, 3.751487], [-2.726955, 0.340958, -3.977884], [-2.187804, 4.370027, 0.534576], [-3.303019, 2.553368, -0.872364], [0.223431, 2.179553, -2.633821], [0.493892, -4.199320, 1.652111], [-5.835332, 4.219688, 3.040301], [-2.225966, 2.909361, 2.699842], [-1.315962, -0.413177, -0.025731], [-0.728839, 1.236900, -2.925607], [5.597885, 0.156489, 0.652719], [5.179017, -2.741135, -2.085027], [3.553972, -1.096758, -0.643596], [-2.766016, 4.592603, 4.406847], [-3.330881, 0.517911, -4.865464], [-1.285637, -2.696138, 2.810330], [-5.635661, 3.535894, -1.224819], [-4.225622, 2.788296, 1.928169], [-4.844956, 4.705321, 3.881965], [4.268734, 0.503980, 0.894938], [-0.956696, -2.936804, 0.125791], [-4.385974, 4.590475, -1.900001]],
  "forces_ev_per_a": [[0.057, 0.063, 0.023], [-0.104, -0.124, -0.035], [-0.013, 0.003, -0.002], [0.004, -0.010, 0.013], [-0.019, 0.031, 0.067], [0.010, -0.088, -0.035], [0.003, -0.003, -0.007], [-0.133, 0.078, -0.138], [0.041, -0.076, -0.018], [-0.009, 0.003, 0.009], [0.017, 0.017, 0.049], [-0.022, -0.012, 0.020], [-0.002, 0.005, -0.013], [0.057, 0.018, 0.011], [-0.073, 0.016, 0.019], [0.110, -0.118, -0.041], [0.048, 0.010, 0.015], [0.040, 0.002, 0.004], [-0.077, -0.111, -0.037], [-0.033, 0.017, -0.021], [0.023, -0.058, 0.016], [0.052, -0.082, 0.131], [0.013, 0.044, -0.034], [0.000, 0.021, 0.009], [0.031, -0.011, 0.022], [0.003, -0.074, -0.065], [0.022, 0.019, -0.016], [-0.039, -0.030, -0.022], [-0.010, 0.002, -0.002], [-0.133, 0.137, 0.097], [-0.006, -0.016, 0.010], [-0.130, -0.024, -0.135], [0.003, 0.100, 0.091], [0.243, 0.144, 0.083], [-0.121, 0.011, -0.039], [0.037, -0.045, 0.038], [0.031, 0.035, -0.028], [-0.004, 0.004, -0.008], [0.007, 0.091, -0.100], [-0.055, 0.054, -0.032], [0.039, -0.020, -0.011], [0.028, 0.037, -0.009], [-0.053, 0.078, 0.030], [-0.019, -0.004, -0.007], [-0.017, -0.027, 0.075], [0.015, 0.027, -0.030], [0.000, 0.013, 0.015], [0.031, 0.035, 0.059], [-0.036, 0.001, -0.056], [-0.013, -0.023, -0.037], [0.004, 0.000, -0.049], [0.001, 0.011, 0.008], [-0.037, 0.007, 0.107], [0.120, 0.202, -0.091], [-0.006, 0.024, 0.015], [0.017, -0.039, -0.039], [0.089, -0.047, -0.011], [0.067, 0.020, -0.064], [-0.063, -0.089, 0.011], [-0.048, 0.012, 0.008], [-0.006, -0.003, -0.006], [-0.012, -0.043, -0.024], [0.008, 0.004, 0.009], [-0.001, -0.012, 0.011], [-0.026, 0.030, 0.069], [-0.003, -0.005, -0.006], [0.063, -0.077, -0.018], [0.024, -0.026, -0.021], [-0.031, -0.038, -0.025], [0.001, -0.098, 0.194], [-0.007, 0.012, -0.009]]
}

(3)
{
  "formula": "C24H24BCl5N12Zr",
  "method": "ωB97M-V/def2-TZVPD",
  "homo_ev": [-16.501, -16.501],
  "spin_multiplicity": 2,
  "charge": 3,
  "elements": ["H", "N", "H", "C", "N", "H", "C", "C", "C", "Cl", "H", "C", "H", "B", "N", "C", "C", "N", "C", "H", "N", "C", "C", "H", "H", "N", "H", "N", "C", "N", "H", "Cl", "H", "N", "H", "N", "H", "H", "Zr", "C", "C", "H", "C", "C", "H", "N", "C", "H", "H", "Cl", "C", "C", "H", "C", "C", "C", "Cl", "H", "H", "H", "C", "Cl", "N", "C", "C", "H", "H"],
  "xyz": [[-6.850748, 0.720982, 2.097156], [3.636390, -2.459550, -0.432062], [2.078345, -0.058664, 2.456270], [-2.904639, -2.387233, -0.901843], [1.428472, -1.504026, -0.903819], [-5.387112, 0.633231, 4.415844], [0.410749, 0.646123, 3.722134], [-3.057749, -1.620926, 0.240336], [-4.843994, 0.770579, 1.211569], [1.478724, 0.975030, -2.978741], [3.649568, -4.259396, 0.632614], [1.758535, 2.143508, -0.666467], [0.832485, 0.755731, 4.706849], [-2.288638, 0.705032, 1.098753], [2.273021, -3.461715, -2.122332], [2.886808, -1.246622, -0.528645], [2.177284, 2.236618, -1.971295], [0.173647, 0.217363, 1.536456], [3.045812, -3.356742, 0.565923], [-1.755018, 1.223994, 3.916365], [-2.243236, -0.556228, 0.160874], [-5.779228, 0.743178, 2.201836], [-1.948429, -1.719993, -1.653162], [2.285837, -5.276739, -1.077004], [-4.970765, 0.807542, 0.139779], [-1.531908, -0.616549, -1.010865], [4.114463, -2.507295, -2.487930], [-2.129115, 1.957873, 0.185149], [-2.377605, 3.883593, -0.888620], [1.676988, -3.705481, 0.178072], [4.222039, -4.060758, -1.650412], [1.210006, 3.421315, 1.620463], [-3.711467, -1.769928, 1.085041], [-3.605119, 0.742948, 1.804510], [2.926770, -0.720468, 0.433538], [-1.135873, 2.028806, -0.745786], [0.489107, -2.518705, -2.548234], [0.674294, -4.637220, -1.419324], [0.313425, 0.483294, -0.563629], [1.499897, -2.266300, -2.231222], [1.691278, -4.366933, -1.130223], [-0.129689, -2.790449, -0.200421], [2.963837, 3.273269, -2.490408], [0.880052, -2.521529, 0.109465], [-3.706920, 3.229379, 0.784768], [-1.038352, 0.632788, 2.036459], [-1.289649, 3.197227, -1.397699], [0.855200, -2.068141, 1.097989], [3.039527, -2.875212, 1.546431], [3.470147, 3.277267, -4.091811], [3.322614, 4.343062, -1.603311], [-5.027769, 0.681977, 3.401018], [3.337886, -0.616439, -1.299935], [2.006636, 3.314521, 0.123765], [-2.875833, 3.065801, 0.116219], [1.045212, 0.231177, 2.575125], [3.056896, 5.742096, 0.678204], [-0.629271, 3.488098, -2.200154], [-3.427710, -3.293476, -1.156032], [1.961653, -1.620842, -2.978529], [3.646602, -3.141342, -1.732856], [4.331137, 5.573680, -2.147457], [-3.737815, 0.683839, 3.153577], [-0.904317, 0.905658, 3.337144], [2.789937, 4.391220, -0.313844], [-2.761937, 4.838511, -1.203640], [-1.591395, -1.961441, -2.641971]],
  "forces_ev_per_a": [[0.025, 0.083, -0.026], [0.383, 0.031, 0.103], [-0.025, -0.010, -0.101], [0.108, 0.024, -0.060], [-0.043, 0.110, -0.148], [0.017, 0.017, 0.023], [0.193, 0.012, -0.170], [0.077, -0.094, -0.099], [-0.060, 0.083, -0.050], [0.300, 0.079, -0.672], [-0.010, -0.008, -0.002], [0.958, 1.599, -0.933], [-0.009, -0.046, 0.002], [-0.602, -0.109, 0.279], [0.057, -0.147, -0.287], [0.173, -0.150, 0.094], [-0.735, -0.538, 1.234], [-0.020, 0.255, -0.035], [-0.090, 0.021, -0.066], [-0.104, -0.029, -0.036], [-0.132, 0.056, 0.031], [-0.026, -0.176, 0.108], [-0.276, -0.043, -0.032], [0.010, 0.009, 0.014], [0.051, -0.017, 0.010], [-0.314, -0.436, -0.290], [-0.030, 0.034, 0.021], [-0.278, 0.116, -0.151], [0.198, -0.058, -0.132], [-0.019, -0.117, 0.040], [0.021, 0.005, 0.003], [0.299, -0.013, -0.432], [0.001, 0.096, 0.017], [0.154, 0.071, -0.278], [-0.087, -0.003, 0.006], [-0.252, 0.856, -0.031], [-0.051, 0.062, 0.123], [0.001, 0.035, 0.004], [0.013, -2.228, 0.427], [0.062, -0.203, -0.180], [0.037, 0.109, 0.049], [-0.039, 0.133, -0.015], [0.543, 0.371, -0.867], [0.084, -0.491, 0.263], [-0.001, -0.115, -0.001], [-0.258, 0.148, 0.581], [-0.275, 0.308, 0.070], [-0.017, 0.110, -0.044], [-0.007, 0.020, -0.023], [-0.205, -0.059, 0.558], [0.122, 0.391, 0.229], [-0.055, 0.029, -0.234], [-0.099, 0.051, -0.022], [-0.398, -0.233, 0.640], [0.051, 0.003, 0.052], [0.048, 0.022, 0.423], [0.016, -0.199, -0.092], [0.025, -0.074, 0.003], [-0.018, 0.025, -0.009], [-0.008, 0.071, 0.063], [-0.169, 0.048, 0.071], [-0.109, -0.159, -0.055], [0.253, -0.029, 0.369], [0.097, -0.121, -0.163], [0.352, 0.403, -0.217], [0.000, -0.007, 0.008], [0.093, 0.015, 0.036]]
}